a:
Molecular formula: C11H15N
Method: DFT, wB97M-V/def2-TZVPD

Computed properties:
LUMO energy: 1.019 eV
Net charge: 0
SMILES string: CCNC1Cc2ccccc2C1

Cartesian coordinates (Å):
H1 -2.67478 -1.10983 1.89582
H2 -0.24851 -2.38120 0.14930
C1 -0.81219 0.91921 0.22027
H3 -1.68021 1.49673 0.02771
H4 -1.25806 1.26298 2.69196
C2 1.67483 -0.97019 -1.78456
H5 -0.07691 2.48438 -2.08159
H6 -2.34304 0.06110 3.58505
H7 -2.19903 -0.79067 -0.08628
N1 -1.87833 -0.55781 1.81758
H8 2.31960 -1.84547 -1.61540
C3 -1.31151 -0.50851 0.49097
H9 1.90272 1.85247 -3.72691
H10 2.81916 -0.22230 -3.56971
C4 2.02354 -0.05837 -2.81790
C5 -1.38796 0.20020 2.96407
C6 -0.08149 -1.30132 0.28918
C7 0.40305 1.48633 -2.02885
C8 -0.06734 -0.29546 3.54059
H11 0.40510 -1.33823 1.30253
H12 0.24981 0.20778 4.36685
H13 -0.14138 -1.34958 3.73112
H14 0.64038 -0.23612 2.75200
C9 0.07259 0.71495 -0.99364
C10 1.39496 1.19231 -2.94594
H15 -0.27951 1.23215 1.11435
C11 0.71037 -0.61573 -0.81084

***

b:
Molecular formula: C11H15N
Method: DFT, wB97M-V/def2-TZVPD

Computed properties:
LUMO energy: 0.919 eV
Net charge: 0
SMILES string: Cc1c[nH]c2ccccc12.CC

Cartesian coordinates (Å):
C1 1.25197 3.45708 -1.09988
H1 1.02807 1.63465 0.19575
C2 -1.18656 -0.68130 0.90360
H2 0.55880 -0.11317 -2.14539
H3 -1.16505 -1.28590 2.94028
H4 0.93739 4.14416 -0.25702
C3 1.14289 -1.04480 0.64738
C4 -1.57236 -0.04116 -1.80929
H5 2.72813 -2.19591 -0.44264
C5 -2.46069 -0.55156 0.35209
H6 2.81506 -0.50158 -0.60248
H7 0.29370 3.34048 -1.56211
N1 -0.67627 -0.94850 2.14382
H8 1.88071 1.39998 -1.39650
H9 1.41790 -1.19575 2.75731
C6 1.74061 2.11150 -0.54055
H10 -3.14764 -0.73363 1.19465
H11 2.78740 2.16126 -0.05592
C7 -2.68784 -0.17743 -0.93687
H12 3.14873 -1.32137 1.08986
C8 0.74955 -1.09091 1.95093
C9 2.47511 -1.30042 0.12598
C10 -0.05002 -0.69807 -0.03667
H13 2.13005 3.97009 -1.49289
C11 -0.29890 -0.42937 -1.39726
H14 -3.68611 -0.23591 -1.27641
H15 -1.61576 0.25069 -2.90994

***

c:
Molecular formula: C11H15N
Method: DFT, wB97M-V/def2-TZVPD

Computed properties:
LUMO energy: 0.903 eV
Net charge: 0
SMILES string: Cc1c[nH]c2ccccc12.CC

Cartesian coordinates (Å):
C1 -0.41440 -0.83689 0.63932
H1 2.81446 0.34461 -2.96016
H2 1.49248 -0.12737 3.24571
C2 1.38106 -2.45174 1.72462
C3 -1.36282 1.37657 0.01904
H3 2.66804 2.05099 -3.38712
H4 1.17931 0.66556 -1.22666
H5 -1.44355 2.45253 -0.06028
H6 0.12282 1.89180 2.36625
H7 1.28788 2.29733 -1.49838
C4 0.56102 -1.19102 1.62358
C5 -1.09619 -1.41614 -0.42521
H8 1.26031 -3.14156 0.89214
H9 -0.97047 -2.43537 -0.73008
H10 2.40472 -2.21442 2.00129
H11 0.93296 -3.01170 2.57395
H12 0.06437 1.20443 -2.31028
C6 -0.55824 0.57938 0.80324
C7 -2.15662 0.76052 -0.96693
C8 -2.01370 -0.60554 -1.12464
C9 2.10683 1.13782 -3.20021
H13 1.61565 0.72506 -4.07409
H14 -2.76872 1.35362 -1.63199
N1 0.12416 1.01134 1.89972
C10 0.85338 -0.07963 2.37557
H15 -2.57509 -1.26279 -1.79502
C11 1.10994 1.38652 -2.06835

***

Most stable pick: c. Distance to second place: 77.1 kJ/mol.

***

a:
Molecular formula: C6H19NO3
Method: DFT, wB97M-V/def2-TZVPD

Computed properties:
LUMO energy: 0.757 eV
Net charge: 0
SMILES string: C=CCCCCN.O.O.O

Cartesian coordinates (Å):
C1 1.58272 -0.92454 0.29496
H1 2.27287 3.14598 1.43448
O1 0.48347 2.36384 -3.22566
H2 0.00669 -0.42533 -1.24194
H3 2.42036 -0.22353 0.38178
C2 1.09142 -0.88064 -1.11479
H4 -0.48212 2.57446 -3.08073
C3 1.45014 2.47940 0.95256
H5 -1.22815 0.87377 1.81497
H6 -3.78143 -0.61946 1.50443
H7 0.75699 1.56714 2.74996
H8 0.84820 -0.78413 2.45805
C4 0.43539 -0.71495 1.36521
C5 0.74003 1.61002 1.63783
H9 0.94872 3.09481 -2.78264
H10 1.87927 -1.95705 0.52133
N1 0.61613 -2.30640 -1.42237
H11 0.78583 -2.44964 -2.40326
H12 -0.70851 0.69277 0.12807
O2 -2.92410 -1.07889 -1.21234
H13 -3.21823 -1.45618 -1.96835
H14 -1.91927 -1.27218 -0.97505
H15 -0.31131 -1.60149 1.21346
H16 -2.85731 -0.99909 2.73283
H17 1.30574 -2.99616 -0.94337
C6 -0.32164 0.62189 1.18641
O3 -2.96505 -0.52875 1.90927
H18 1.21940 2.70147 -0.03655
H19 1.87374 -0.50716 -1.87852

***

b:
Molecular formula: C6H19NO3
Method: DFT, wB97M-V/def2-TZVPD

Computed properties:
LUMO energy: 0.652 eV
Net charge: 0
SMILES string: COC[C@H](C)N.CO.CO

Cartesian coordinates (Å):
H1 0.95825 2.39586 3.71919
H2 3.52429 -2.56059 -3.74581
H3 -1.80928 3.75148 -0.79620
C1 0.13680 1.16519 2.16140
H4 -2.80819 2.55963 0.00858
H5 -1.49938 2.45803 2.67724
H6 -0.16775 0.45857 2.95235
H7 1.30363 -0.25235 1.27335
H8 -2.02530 -2.71476 -1.48533
H9 2.20291 1.64633 2.70386
C2 1.21479 2.09824 2.69450
H10 -0.35616 -2.31733 -1.12769
C3 -1.13498 1.91476 1.79458
H11 1.29702 -3.36936 -3.05859
H12 -1.87854 1.17252 1.47031
O1 2.13231 -3.80004 -2.86595
C4 -1.36686 -2.27126 -0.73228
H13 -0.12143 -0.04150 0.50475
N1 0.62874 0.44782 0.98888
H14 -2.57713 -0.81147 -0.16632
O2 -0.89276 2.79090 0.71478
H15 2.67084 -3.64145 -4.88110
H16 -2.42340 4.17061 0.80571
H17 3.85376 -4.32029 -3.75523
C5 -2.06319 3.34348 0.18646
O3 -1.67541 -0.90697 -0.48402
C6 3.09267 -3.55513 -3.87759
H18 -1.44526 -2.83736 0.19799
H19 1.22901 3.02642 2.12222

***

Most stable pick: b. Distance to second place: 102.6 kJ/mol.